Entry from the Open Molecules 2025 dataset: a single C23H30N4O molecule (the ωB97M-V functional and the def2-TZVPD basis).

Structure (XYZ):
```
58
C23H30N4O (the ωB97M-V functional and the def2-TZVPD basis)
C -5.21 -3.37 -1.30
C -4.40 -2.08 -1.22
C -5.06 -1.08 -0.34
N -6.18 -1.27 0.31
C -6.43 -0.11 0.98
C -5.45 0.79 0.73
N -4.57 0.17 -0.12
C -3.34 0.73 -0.60
C -2.19 0.46 0.38
C -0.90 1.06 -0.17
O -0.88 1.66 -1.23
N 0.21 0.92 0.60
C 0.32 0.09 1.77
C 0.95 -1.27 1.41
C 2.19 -0.99 0.63
C 2.41 0.22 0.03
N 3.63 0.21 -0.61
C 4.21 -1.01 -0.43
C 5.43 -1.50 -0.88
C 5.76 -2.80 -0.54
C 4.90 -3.59 0.23
C 3.69 -3.11 0.68
C 3.33 -1.81 0.35
C 1.49 1.39 0.06
C 2.07 2.57 0.87
C 2.06 3.92 0.14
C 2.93 3.90 -1.12
C 0.65 4.39 -0.17
H -4.71 -4.09 -1.95
H -6.20 -3.16 -1.68
H -5.31 -3.80 -0.31
H -3.39 -2.29 -0.85
H -4.29 -1.65 -2.23
H -7.31 -0.01 1.59
H -5.30 1.80 1.06
H -3.09 0.31 -1.58
H -3.46 1.81 -0.72
H -2.07 -0.61 0.51
H -2.42 0.91 1.34
H -0.65 -0.04 2.25
H 0.98 0.60 2.48
H 1.18 -1.83 2.32
H 0.25 -1.86 0.82
H 4.01 0.98 -1.14
H 6.09 -0.89 -1.48
H 6.70 -3.21 -0.87
H 5.20 -4.60 0.48
H 3.03 -3.73 1.28
H 1.28 1.72 -0.97
H 3.09 2.33 1.16
H 1.49 2.68 1.79
H 2.51 4.65 0.84
H 3.93 3.56 -0.88
H 2.50 3.24 -1.87
H 2.99 4.89 -1.54
H 0.67 5.36 -0.66
H 0.06 4.48 0.74
H 0.14 3.69 -0.84
```

Output
Maximum force (eV Å⁻¹): 0.6
HOMO (hartree): -0.2916
Energy (eV): -32347.5219
Multiplicity: 1
Orbital gap (eV): 8.528
Total charge: 0